{
  "formula": "C39H106N9O10Pd",
  "method": "wB97M-V/def2-TZVPD",
  "fmax_ev_per_a": 1.676,
  "charge": 1,
  "homo_ev": [-10.87, -10.87],
  "spin_multiplicity": 3,
  "lumo_energy_ev": [-2.25, -4.03],
  "elements": ["Pd", "C", "C", "C", "O", "H", "H", "H", "H", "H", "H", "H", "C", "C", "C", "O", "C", "N", "H", "H", "H", "H", "H", "H", "H", "H", "H", "H", "H", "C", "C", "C", "O", "C", "N", "H", "H", "H", "H", "H", "H", "H", "H", "H", "H", "H", "C", "C", "C", "O", "C", "N", "H", "H", "H", "H", "H", "H", "H", "H", "H", "H", "H", "C", "C", "C", "O", "C", "N", "H", "H", "H", "H", "H", "H", "H", "H", "H", "H", "H", "C", "C", "C", "O", "C", "N", "H", "H", "H", "H", "H", "H", "H", "H", "H", "H", "H", "C", "C", "C", "O", "C", "N", "H", "H", "H", "H", "H", "H", "H", "H", "H", "H", "H", "C", "C", "C", "O", "C", "N", "H", "H", "H", "H", "H", "H", "H", "H", "H", "H", "H", "C", "C", "C", "O", "C", "N", "H", "H", "H", "H", "H", "H", "H", "H", "H", "H", "H", "C", "C", "C", "O", "C", "N", "H", "H", "H", "H", "H", "H", "H", "H", "H", "H", "H"],
  "positions_angstrom": [[-3.774, 1.098, 0.290], [0.169, -1.067, -0.425], [-0.585, 0.075, 0.250], [-0.120, 1.401, -0.369], [-1.960, -0.123, 0.113], [1.243, -0.901, -0.484], [-0.214, -1.258, -1.433], [-0.034, -2.010, 0.092], [-0.261, 0.157, 1.306], [-0.566, 1.556, -1.362], [0.957, 1.418, -0.515], [-0.545, 2.251, 0.168], [1.039, 2.406, 3.685], [0.436, 3.805, 3.710], [0.527, 4.493, 2.370], [0.172, 5.845, 2.544], [0.273, 6.587, 1.350], [-0.998, 3.692, 4.076], [0.506, 1.753, 2.991], [0.980, 1.968, 4.684], [2.099, 2.477, 3.430], [0.954, 4.414, 4.458], [-0.179, 3.978, 1.698], [1.539, 4.377, 1.963], [-0.036, 7.600, 1.582], [-0.341, 6.186, 0.530], [1.292, 6.540, 0.944], [-1.091, 3.448, 5.055], [-1.390, 4.620, 3.941], [4.282, 3.789, -7.716], [3.810, 3.526, -6.302], [2.502, 2.731, -6.310], [1.991, 2.656, -4.987], [0.761, 1.969, -4.946], [4.855, 2.844, -5.533], [5.093, 4.511, -7.746], [3.466, 4.204, -8.315], [4.580, 2.849, -8.186], [3.546, 4.454, -5.786], [2.753, 1.720, -6.662], [1.773, 3.214, -6.973], [-0.062, 2.598, -5.313], [0.584, 1.637, -3.923], [0.771, 1.091, -5.603], [4.980, 1.908, -5.920], [4.478, 2.645, -4.609], [-3.231, 0.758, 4.644], [-3.323, 0.481, 3.148], [-4.675, -0.158, 2.867], [-4.799, -0.460, 1.486], [-5.676, -1.510, 1.146], [-3.165, 1.732, 2.342], [-3.261, -0.165, 5.220], [-4.014, 1.436, 5.000], [-2.314, 1.313, 4.854], [-2.530, -0.186, 2.807], [-5.457, 0.563, 3.155], [-4.822, -1.022, 3.519], [-5.225, -2.487, 1.326], [-5.939, -1.378, 0.100], [-6.605, -1.453, 1.724], [-2.321, 2.200, 2.687], [-3.895, 2.391, 2.621], [-2.902, -4.588, -2.671], [-2.198, -3.240, -2.447], [-1.829, -2.589, -3.768], [-0.912, -3.286, -4.567], [0.373, -3.447, -4.007], [-3.059, -2.384, -1.657], [-3.363, -4.945, -1.752], [-2.194, -5.315, -3.071], [-3.665, -4.468, -3.447], [-1.268, -3.526, -1.930], [-1.404, -1.585, -3.549], [-2.751, -2.427, -4.331], [0.877, -2.474, -3.924], [0.945, -4.081, -4.681], [0.358, -3.929, -3.028], [-3.347, -2.859, -0.805], [-2.518, -1.609, -1.268], [-2.735, -4.619, 2.905], [-2.392, -3.163, 2.605], [-1.060, -2.775, 3.216], [-1.110, -2.841, 4.618], [0.152, -2.510, 5.154], [-2.359, -2.945, 1.146], [-3.582, -4.921, 2.287], [-2.980, -4.692, 3.964], [-1.916, -5.303, 2.687], [-3.184, -2.528, 3.015], [-0.808, -1.748, 2.895], [-0.287, -3.467, 2.844], [0.413, -1.476, 4.883], [0.934, -3.134, 4.699], [0.217, -2.636, 6.231], [-1.469, -3.366, 0.863], [-2.136, -1.953, 0.986], [-3.803, 1.312, -4.054], [-3.412, 1.379, -2.578], [-3.314, 2.805, -2.075], [-2.774, 2.785, -0.745], [-2.491, 4.083, -0.239], [-4.429, 0.639, -1.754], [-3.947, 0.258, -4.302], [-3.060, 1.749, -4.713], [-4.805, 1.737, -4.182], [-2.459, 0.859, -2.469], [-4.289, 3.309, -2.090], [-2.638, 3.373, -2.722], [-1.576, 4.482, -0.682], [-2.316, 3.983, 0.832], [-3.310, 4.793, -0.381], [-4.512, -0.345, -2.024], [-5.291, 1.042, -2.131], [2.735, -4.194, -1.131], [2.588, -5.501, -0.379], [1.272, -6.168, -0.640], [0.251, -5.327, -0.127], [-1.009, -5.946, -0.008], [3.672, -6.421, -0.841], [3.706, -3.752, -0.896], [1.975, -3.463, -0.845], [2.706, -4.357, -2.210], [2.758, -5.249, 0.674], [1.207, -7.135, -0.128], [1.175, -6.273, -1.729], [-1.275, -6.479, -0.928], [-1.718, -5.144, 0.159], [-1.016, -6.657, 0.826], [3.331, -7.362, -0.642], [4.467, -6.355, -0.212], [1.223, 4.358, -1.370], [2.640, 4.436, -1.963], [3.317, 3.078, -1.999], [3.508, 2.674, -0.647], [3.815, 1.303, -0.544], [2.613, 4.993, -3.319], [0.544, 3.642, -1.834], [0.812, 5.369, -1.463], [1.263, 4.143, -0.300], [3.229, 5.081, -1.308], [4.327, 3.197, -2.412], [2.749, 2.352, -2.590], [3.954, 1.062, 0.511], [4.763, 1.077, -1.047], [2.995, 0.694, -0.940], [2.150, 4.300, -3.920], [1.960, 5.770, -3.383], [3.429, -1.691, 6.455], [4.337, -0.969, 5.465], [3.592, -0.634, 4.190], [3.105, -1.802, 3.572], [2.462, -1.524, 2.364], [4.841, 0.248, 6.123], [2.686, -0.996, 6.851], [4.036, -2.055, 7.285], [2.957, -2.561, 5.999], [5.208, -1.581, 5.231], [4.276, -0.144, 3.477], [2.767, 0.068, 4.396], [1.520, -0.975, 2.549], [2.123, -2.450, 1.900], [3.086, -0.920, 1.697], [5.409, 0.768, 5.458], [4.061, 0.868, 6.328]],
  "forces_ev_per_angstrom": [[1.31, -0.19, 0.31], [-0.68, -0.83, 0.04], [0.46, 1.40, -0.39], [-0.85, -0.02, -0.70], [-0.48, -0.47, -0.01], [0.03, 0.06, 0.16], [0.08, 0.39, -0.09], [0.33, 0.07, 0.12], [-0.21, -0.39, 0.08], [0.12, -0.47, -0.06], [0.08, 0.38, 0.46], [0.61, 0.00, 0.39], [0.18, 0.43, 0.24], [-0.43, -0.52, 0.46], [-0.03, -0.28, 0.26], [-0.14, -0.21, -0.20], [0.16, -0.18, -0.34], [0.14, 0.16, -0.60], [0.10, 0.01, -0.11], [-0.05, -0.07, -0.04], [-0.04, -0.21, -0.15], [0.18, 0.03, -0.16], [0.12, 0.14, -0.16], [0.01, 0.17, -0.04], [0.14, 0.09, -0.12], [-0.30, -0.03, 0.29], [0.09, 0.30, 0.25], [-0.01, 0.13, 0.04], [-0.18, -0.03, 0.28], [-0.46, 0.07, -0.18], [-0.47, -0.08, 0.39], [0.66, 0.10, -0.22], [-0.16, -0.30, -0.18], [-0.09, -0.19, -0.32], [-0.34, -0.25, 0.23], [0.19, -0.17, 0.08], [0.04, -0.02, 0.01], [0.18, 0.08, -0.05], [0.44, 0.13, -0.05], [-0.40, -0.04, -0.13], [-0.07, -0.15, -0.01], [0.01, 0.10, 0.21], [-0.09, 0.12, 0.03], [0.14, -0.07, 0.15], [0.20, 0.16, -0.23], [0.14, 0.28, 0.06], [0.40, 0.43, 0.00], [-0.36, 0.26, 0.19], [-0.05, 0.61, 0.28], [0.34, 0.07, 0.38], [-0.74, -0.31, -0.03], [-0.64, -0.20, 0.45], [0.09, 0.02, 0.06], [-0.27, -0.24, -0.19], [0.15, -0.35, 0.03], [0.01, -0.08, 0.09], [-0.03, -0.06, -0.12], [0.15, -0.26, -0.31], [0.20, 0.05, -0.13], [0.15, -0.20, -0.06], [0.06, 0.13, 0.04], [0.26, -0.03, -0.42], [-0.05, -0.14, 0.12], [0.06, 0.53, -0.81], [0.09, -1.66, 0.19], [0.21, 0.97, 0.44], [-0.34, -0.55, -0.13], [0.06, 0.19, -0.06], [-0.12, 0.94, 0.02], [0.05, -0.13, 0.02], [-0.02, -0.11, 0.20], [-0.18, -0.05, 0.21], [0.00, 0.44, 0.24], [-0.13, -0.05, 0.02], [0.12, -0.14, -0.23], [0.02, -0.05, 0.10], [-0.04, 0.05, -0.08], [-0.02, 0.02, 0.04], [0.00, -0.24, -0.19], [-0.01, 0.12, -0.18], [-0.23, 0.36, 0.15], [-0.09, -0.43, -0.29], [-0.20, 0.13, 0.11], [-0.09, -0.02, 0.38], [0.67, 0.15, -0.59], [0.90, 0.31, 0.56], [-0.10, -0.03, 0.16], [-0.05, -0.28, -0.04], [0.15, 0.13, 0.01], [0.05, 0.01, 0.07], [0.15, -0.08, 0.00], [0.04, 0.13, -0.13], [-0.02, 0.02, 0.20], [-0.04, -0.03, 0.09], [-0.49, -0.03, 0.05], [-0.27, -0.27, -0.32], [-0.54, -0.01, -0.07], [-0.62, -0.49, 0.57], [0.02, -0.73, -0.50], [0.50, -0.11, -0.09], [-0.55, 0.40, -0.63], [0.21, 0.21, 0.52], [-0.29, 0.80, -0.80], [0.34, 0.01, -0.16], [-0.09, 0.14, -0.10], [0.24, 0.42, -0.25], [0.05, 0.15, 0.33], [-0.02, -0.06, 0.09], [0.01, -0.02, 0.01], [-0.07, -0.09, -0.18], [-0.02, -0.06, -0.02], [-0.10, -0.16, -0.17], [0.73, -0.11, 0.17], [-0.28, -0.08, 0.69], [0.09, 0.40, -0.12], [1.58, 0.17, -0.12], [-0.46, 0.42, 0.47], [0.08, 0.34, -0.10], [0.25, -0.19, -0.28], [-0.67, -0.35, 0.51], [0.02, -0.03, -0.05], [-0.10, -0.11, -0.03], [-0.07, -0.03, 0.02], [-0.57, -0.31, 0.18], [0.11, -0.13, -0.21], [-0.19, -0.32, 0.04], [-0.06, 0.01, 0.03], [-0.27, -0.21, 0.05], [-0.08, 0.01, -0.01], [0.16, -0.07, -0.28], [0.08, 0.32, -0.17], [0.36, 0.56, 0.60], [-0.91, -0.12, -0.33], [0.90, 0.58, 0.59], [-0.60, -0.33, 0.04], [0.25, 0.21, 0.23], [-0.43, -0.41, -0.45], [0.21, -0.04, -0.30], [-0.24, -0.11, -0.03], [-0.02, -0.16, -0.07], [0.09, 0.05, -0.07], [-0.20, -0.07, -0.44], [-0.08, -0.08, 0.11], [-0.10, 0.10, 0.02], [-0.14, -0.14, -0.19], [0.15, -0.15, -0.14], [0.52, 0.09, 0.16], [0.31, 0.26, 0.38], [0.57, -0.26, -0.03], [-0.30, 0.29, 0.59], [0.27, 0.05, -0.56], [0.07, -0.36, 0.13], [-0.92, 0.19, 0.09], [-0.03, 0.09, -0.52], [-0.14, -0.08, -0.05], [-0.08, 0.11, 0.09], [-0.15, 0.12, -0.04], [-0.09, -0.12, -0.08], [-0.04, 0.17, 0.16], [-0.02, -0.05, 0.08], [0.19, 0.25, -0.01], [0.47, -0.13, -0.09], [0.03, -0.17, -0.14], [0.16, -0.04, 0.15], [-0.02, -0.10, 0.14]]
}